#P
Here is a cluster of 2 separate species, C8H17NO in total from the Open Molecules 2025 dataset. Energies are from the ωB97M-V functional and the def2-TZVPD basis.

Results
* SMILES string: CC(=O)C(C)(C)N.C=CC
* LUMO level: 0.84 eV
* E_HOMO: -8.92 eV
* charge: 0

Each line ends with the Mulliken charge.
Geometry (Å):
C 2.20555 -0.45262 0.85828  -1.42
C 0.70857 -0.62603 0.86803  0.57
O 0.18846 -1.71655 0.94706  -0.58
C -0.19351 0.67802 1.13006  1.68
C 0.45154 1.94826 0.58803  -1.70
C -0.37941 0.75636 2.65145  -1.76
N -1.49242 0.51946 0.52087  -0.74
H 2.49903 0.11054 -0.02794  0.33
H 2.69087 -1.42619 0.86401  0.41
H 2.52364 0.11492 1.72851  0.37
H 1.37573 2.18355 1.10718  0.35
H -0.24210 2.77546 0.72413  0.46
H 0.64403 1.85028 -0.47890  0.27
H 0.56821 0.94644 3.15069  0.33
H -0.79779 -0.17394 3.02993  0.42
H -1.07013 1.56400 2.88188  0.43
H -1.39648 0.46441 -0.49711  0.22
H -1.91139 -0.35184 0.83278  0.34
C -0.50691 0.19513 -2.96284  -0.64
C -0.23482 -0.82499 -2.16995  0.04
C -1.11652 -2.00393 -1.94096  -0.96
H 0.19127 1.00329 -3.12467  0.28
H -1.43556 0.25562 -3.49428  0.27
H 0.72226 -0.84718 -1.56893  0.17
H -1.09924 -2.26742 -0.88163  0.23
H -0.75135 -2.87628 -2.49569  0.32
H -2.14153 -1.79877 -2.24002  0.31



#Q
Here is a structure of composition C8H17NO from the Open Molecules 2025 dataset. Energies are from the ωB97M-V functional and the def2-TZVPD basis.

Results
* LUMO level: 0.58 eV
* E_HOMO: -7.91 eV
* charge: 0

Each line ends with the Mulliken charge.
Geometry (Å):
C -1.33322 0.88498 -0.23975  0.45
C -2.73164 0.53774 0.19733  -1.18
C -0.40364 -2.09838 -0.65787  -1.32
C -0.32866 -1.08331 0.44386  1.57
N -1.11869 0.85269 -1.60186  -0.30
C -0.68363 -1.34215 1.70082  -1.11
O -0.65961 1.74111 0.44251  -0.65
H 0.53072 1.40086 0.46704  0.09
H -0.20538 1.14312 -1.91622  0.24
H -1.56239 0.12525 -2.13829  0.25
H -3.40614 1.32600 -0.14647  0.37
H -3.05481 -0.40986 -0.23156  0.34
H -2.77147 0.47853 1.27965  0.31
H 0.30068 -1.86154 -1.45838  0.29
H -0.17751 -3.10746 -0.30481  0.45
H -1.39846 -2.13236 -1.11192  0.23
H -0.61314 -0.57978 2.46791  0.32
H -1.07623 -2.30560 2.01391  0.31
C 2.42440 1.05863 -1.00623  -1.36
C 1.79680 0.79882 0.33631  1.05
C 2.51184 0.56930 1.43318  -0.91
H 0.58699 -0.22564 0.32684  -0.97
H 2.10170 0.30832 -1.73478  0.27
H 2.12295 2.03354 -1.40269  0.30
H 3.51734 1.03468 -0.96415  0.42
H 3.59764 0.51083 1.42613  0.29
H 2.03358 0.34163 2.37947  0.23



#R
Here is a structure of composition C8H17NO from the Open Molecules 2025 dataset. Energies are from the ωB97M-V functional and the def2-TZVPD basis.

Results
* LUMO level: 0.79 eV
* E_HOMO: -6.98 eV
* charge: 0

Each line ends with the Mulliken charge.
Geometry (Å):
C -1.36201 0.52496 -0.24223  0.34
C -1.21956 -0.83626 0.46826  -0.13
C -0.88824 1.72434 0.57448  -1.49
C -1.93938 -0.89278 1.81083  -1.53
N 0.18866 -1.19808 0.66603  -0.45
O -2.74527 0.63846 -0.55832  -0.56
H -2.87974 1.46016 -1.04203  0.35
H -0.76957 0.46196 -1.16538  0.31
H -1.64310 -1.57237 -0.21893  0.38
H 0.73708 -0.51468 1.25547  0.38
H 0.26955 -2.15167 1.00799  0.31
H -0.97319 2.63484 -0.01967  0.42
H 0.15224 1.60429 0.86596  0.32
H -1.49701 1.84421 1.46850  0.37
H -1.43640 -0.26616 2.54718  0.32
H -1.95928 -1.91671 2.18407  0.45
H -2.96571 -0.55112 1.70150  0.38
C 2.43296 -0.10766 -0.34676  -0.44
C 2.45882 1.08461 -1.29904  -1.15
C 1.32457 -1.19809 -0.91955  -0.46
C 0.96452 -1.91405 -1.82878  -0.15
H 2.30061 0.23635 0.68056  0.29
H 3.39477 -0.63209 -0.37498  0.39
H 2.50198 0.73729 -2.33131  0.33
H 3.32395 1.72623 -1.12274  0.38
H 1.55456 1.68458 -1.19706  0.21
H 0.67416 -2.61054 -2.56405  0.45



#S
Here is a structure of composition C8H17NO from the Open Molecules 2025 dataset. Energies are from the ωB97M-V functional and the def2-TZVPD basis.

Results
* LUMO level: 0.67 eV
* E_HOMO: -8.33 eV
* charge: 0

Each line ends with the Mulliken charge.
Geometry (Å):
C 0.36402 0.60945 1.07489  2.03
C -0.65295 -0.30491 -1.21563  0.89
C 0.49763 0.00523 2.48434  -1.74
C 1.76619 0.87424 0.52512  -1.96
C 0.36522 0.25345 -2.15159  -1.83
C -2.03185 -0.40684 -1.75168  -1.48
C 0.14530 -1.89189 -0.34828  -1.64
C -0.62295 -0.33735 0.27387  0.85
N -0.36621 1.88978 1.06764  -0.82
O -1.71863 -0.56554 0.87632  -0.81
H -1.29969 1.72689 1.43620  0.31
H 0.09165 2.55234 1.68684  0.28
H -0.48534 -0.23622 2.88366  0.35
H 0.97738 0.72860 3.14564  0.44
H 1.10501 -0.90113 2.47285  0.35
H 2.33351 1.43083 1.27459  0.50
H 2.31309 -0.04658 0.33056  0.28
H 1.74284 1.50195 -0.36057  0.42
H 0.19918 -0.14880 -3.15222  0.52
H 1.38855 0.02768 -1.88013  0.37
H 0.21879 1.33956 -2.20585  0.35
H -2.07549 -0.55867 -2.82818  0.44
H -2.57420 0.48587 -1.42405  0.31
H -2.57362 -1.20696 -1.24182  0.34
H -0.64883 -2.59721 -0.60326  0.38
H 0.52465 -2.20988 0.62066  0.49
H 1.01674 -2.01391 -0.98992  0.39



Consider the structures shown above. The least stable of them is #Q.